Entry 1:
ORCA calculation (ωB97M-V/def2-TZVPD) on 3 unconnected molecules or ions with the total composition C4H11N2O2 in a non-equilibrium geometry.

```
19
Properties=species:S:1:pos:R:3:forces:R:3
C -2.01961 0.48160 -1.74011 -0.5 0.0 0.3
C -1.10825 -0.16319 -0.80558 -0.3 -0.1 -1.0
C -1.35999 -0.57740 0.55411 0.0 -0.4 -0.3
N -0.19222 -1.01939 1.02332 0.6 0.2 0.1
C 0.75294 -0.92391 0.07281 -0.2 -0.1 -0.4
N 0.18813 -0.47130 -1.06825 0.5 0.6 1.6
H -3.05386 0.34450 -1.42385 0.0 0.1 0.1
H -1.93329 0.14648 -2.77288 0.4 -0.1 -0.1
H -1.81287 1.56472 -1.72254 0.0 0.0 -0.1
H -2.31253 -0.64435 1.06350 0.1 0.2 0.2
H 0.08066 -1.17571 1.98984 -0.4 -0.2 0.5
H 1.80116 -1.16762 0.20105 0.0 0.1 0.0
H 0.84040 0.01499 -1.70317 0.1 -0.3 -1.0
H -0.17958 1.60980 3.23006 0.3 0.1 -0.1
H 0.10210 0.47241 4.14856 0.4 0.0 0.1
O 0.37786 0.81860 3.28593 -0.8 -0.2 0.0
H 2.13853 1.68741 -1.25400 0.2 0.0 0.0
H 3.32062 1.29032 -2.06795 -0.1 -0.6 -0.2
O 2.50892 0.90618 -1.69275 -0.4 0.6 0.4
```
Positions in Å, forces in eV/Å.

The electronic energy comes out at -11382.613 eV. The calculation puts the LUMO energy (spin up / spin down) at -9.02 / -13.03 eV. As for the total charge: +2. Its HOMO energy (spin up / spin down) is -0.69622 / -0.69618 hartree. As for the multiplicity: 2. The calculation puts the HOMO-LUMO gap (spin up / spin down) at 9.93 / 5.91 eV.

Mulliken population analysis, charges in e, atoms 1 to 8: -1.09, 0.66, -0.28, 0.11, -0.14, 0.04, 0.39, 0.39



Entry 2:
ORCA calculation (ωB97M-V/def2-TZVPD) on a gas-phase ion, C4H11N2S (charge -1) in a non-equilibrium geometry.

```
18
Properties=species:S:1:pos:R:3:forces:R:3
C 0.90223 -0.04217 -1.66484 -0.9 -2.3 0.4
C 0.15239 0.11481 -0.27827 0.3 2.4 0.5
C -1.37729 0.23508 -0.36535 -0.3 -0.2 -0.6
S -1.95239 1.44899 -1.64087 0.2 -0.2 0.3
N 0.66944 -0.77082 0.76165 1.1 -3.1 -1.4
C 0.95834 -0.92027 2.16766 -1.5 1.1 -0.7
N 2.35767 -1.36219 2.45618 -0.9 0.9 -1.0
H 1.82072 -0.62443 -1.49513 0.6 1.2 0.3
H 0.92541 0.91671 -2.17837 0.4 -0.2 0.1
H 0.47756 -0.79435 -2.38332 -0.7 0.8 0.6
H 0.47967 1.10255 0.02376 0.0 0.6 0.1
H -1.74207 -0.76223 -0.64987 -0.2 0.0 0.2
H -1.84694 0.52387 0.60472 0.7 -0.4 -0.4
H 0.73011 -1.67124 0.30089 0.1 -0.3 0.4
H 0.63612 0.03348 2.58301 0.5 0.4 0.5
H 0.23827 -1.61618 2.57497 0.1 -0.7 0.5
H 2.84697 -0.63258 1.93760 0.6 -0.3 0.2
H 2.57510 -1.24816 3.44230 -0.1 0.1 0.0
```
Positions in Å, forces in eV/Å.

The electronic energy comes out at -18141.245 eV. The calculation puts the LUMO energy at 3.50 eV. As for the total charge: -1. As for the structure (SMILES): C[C@@H](C[S-])NCN. Its HOMO energy is -0.08353 hartree. As for the multiplicity: 1. The calculation puts the HOMO-LUMO gap at 5.77 eV.

Mulliken population analysis, charges in e, atoms 1 to 8: -1.32, 0.17, -0.78, -0.68, -0.11, -0.68, -0.65, 0.40



Entry 3:
ORCA calculation (ωB97M-V/def2-TZVPD) on a gas-phase ion, C4H11N2S (charge -1) in a non-equilibrium geometry.

```
18
Properties=species:S:1:pos:R:3:forces:R:3
C -0.13968 -2.27623 1.59593 1.8 -1.0 -1.2
N 0.04199 -1.61950 0.29794 -2.4 0.0 -1.6
C 0.41273 -0.23056 0.26164 2.8 -0.4 0.9
C 0.05399 0.61196 -0.94826 -0.1 -1.2 1.7
N -1.41886 0.60698 -1.26993 1.0 3.8 1.3
C 0.67901 1.94999 -0.60724 3.6 -1.5 -3.1
S 0.61583 3.10611 -2.13782 -0.2 -0.8 1.8
H 0.54575 -1.76596 2.34946 -0.9 -1.2 -0.6
H -1.19163 -2.17141 1.81412 -0.2 -0.2 1.0
H 0.09731 -3.40290 1.28262 -0.3 2.1 1.8
H -0.94943 -1.54319 -0.00058 0.9 -0.4 -0.7
H 1.59481 -0.21447 0.34166 -2.3 0.2 0.2
H -0.03219 0.27937 1.11197 0.1 0.4 0.7
H 0.65464 0.28558 -1.76276 -0.2 -0.7 -1.2
H -1.19380 1.50869 -1.81547 -1.5 -1.0 -0.6
H -1.87303 1.18925 -0.43588 1.0 -1.8 -1.6
H 1.82435 1.45713 -0.38453 -2.5 2.4 -0.5
H 0.27822 2.22919 0.30713 -0.7 1.5 1.7
```
Positions in Å, forces in eV/Å.

The electronic energy comes out at -18140.270 eV. The calculation puts the LUMO energy at 3.55 eV. As for the total charge: -1. As for the structure (SMILES): CNC[C@@H](N)C[S-]. Its HOMO energy is -0.10421 hartree. As for the multiplicity: 1. The calculation puts the HOMO-LUMO gap at 6.38 eV.

Mulliken population analysis, charges in e, atoms 1 to 8: -0.74, -0.35, -0.77, -0.16, -0.72, -0.75, -0.59, 0.30



Entry 4:
ORCA calculation (ωB97M-V/def2-TZVPD) on a gas-phase ion, C4H11N2S (charge -1) in a non-equilibrium geometry.

```
18
Properties=species:S:1:pos:R:3:forces:R:3
C 0.71626 3.41902 0.68438 -0.3 0.7 -0.9
N -0.16254 2.28408 0.71259 0.2 0.3 -0.4
C 0.49090 0.99365 0.74972 -1.1 -0.3 0.4
C -0.36786 -0.19504 0.22561 -0.6 0.6 0.0
N -1.37551 0.22907 -0.77171 0.2 -0.4 -0.5
C 0.55642 -1.24481 -0.36528 0.3 -0.1 -0.2
S -0.13529 -2.90456 -0.60895 -0.1 0.0 0.1
H 0.19704 4.32698 0.98602 -0.1 0.0 0.7
H 1.67943 3.32396 1.20451 -0.2 -0.1 0.2
H 0.92901 3.70670 -0.35639 0.4 -0.4 -0.1
H -0.94733 2.38241 1.33347 0.1 -0.1 0.1
H 0.70307 0.76962 1.80678 0.7 -0.3 -0.2
H 1.40103 1.02621 0.15660 0.2 0.2 0.0
H -0.95413 -0.58081 1.06664 0.4 -0.3 0.1
H -2.29112 -0.07862 -0.46685 0.0 0.0 0.1
H -1.20519 -0.36835 -1.58339 -0.1 0.2 0.1
H 1.50222 -1.22843 0.19124 -0.1 -0.3 0.3
H 0.85780 -0.85804 -1.35082 -0.1 0.2 0.0
```
Positions in Å, forces in eV/Å.

The electronic energy comes out at -18141.909 eV. The calculation puts the LUMO energy at 3.52 eV. As for the total charge: -1. As for the structure (SMILES): CNC[C@@H](N)C[S-]. Its HOMO energy is -0.08755 hartree. As for the multiplicity: 1. The calculation puts the HOMO-LUMO gap at 5.90 eV.

Mulliken population analysis, charges in e, atoms 1 to 8: -0.98, -0.23, -0.85, 0.30, -0.72, -1.19, -0.61, 0.35



Question: multiplicity of number 1 (C4H11N2O2)?
Answer: 2



Question: Number 3 is which compound?
Answer: C4H11N2S



Question: Which of these has the highest total charge?
Answer: C4H11N2O2



Question: Which formula does entry 2 have?
Answer: C4H11N2S